{"formula": "C27H48CaOP2", "method": "wB97M-V/def2-TZVPD", "lumo_ev": [-0.47, -0.47], "max_force_ha_per_bohr": 0.0801, "homo_ha": [-0.2052, -0.2052], "orbital_gap_ev": [5.11, 5.11], "energy_ha": -2492.90837, "symbols": ["P", "P", "C", "C", "H", "H", "H", "H", "C", "H", "H", "H", "C", "H", "H", "H", "C", "H", "H", "H", "C", "H", "H", "H", "Ca", "C", "C", "C", "C", "C", "C", "C", "C", "C", "H", "H", "H", "H", "H", "H", "H", "H", "H", "H", "H", "H", "H", "H", "H", "C", "C", "C", "C", "C", "C", "C", "C", "C", "C", "C", "C", "O", "H", "H", "H", "H", "H", "H", "H", "H", "H", "H", "H", "H", "H", "H", "H", "H", "H"], "coordinates": [[-4.45872, 1.44570, 0.16472], [-2.45242, 0.81733, -2.60670], [-4.99625, 1.27121, -1.63955], [-4.17702, 0.28880, -2.45692], [-5.06369, 2.30540, -2.03884], [-6.02774, 0.89368, -1.57003], [-4.17036, -0.68604, -1.96676], [-4.60387, 0.15878, -3.45387], [-2.65506, 1.68822, -4.27551], [-1.69220, 1.64097, -4.82040], [-2.96881, 2.73885, -4.17398], [-3.42831, 1.15163, -4.86654], [-1.60017, -0.58243, -3.36817], [-1.48368, -0.56438, -4.45103], [-2.10401, -1.55555, -3.13715], [-0.56527, -0.28651, -3.00282], [-5.71415, 2.74769, 0.50947], [-5.71202, 2.99102, 1.57907], [-6.72032, 2.42009, 0.20269], [-5.44891, 3.63495, -0.08669], [-5.06569, -0.04904, 0.93875], [-4.95171, -0.92007, 0.28643], [-6.12200, 0.08698, 1.17668], [-4.51298, -0.20951, 1.86626], [-0.73659, -1.49810, -1.35156], [-2.19968, 3.32380, -1.49294], [-3.17884, 4.18728, -1.16726], [-3.16263, 5.35377, -0.15741], [-2.66239, 4.88021, 1.22703], [-3.22415, 3.60950, 1.63489], [-2.99866, 2.29282, 1.11413], [-1.56952, 1.88533, 0.41259], [-1.06458, 2.90285, -0.61011], [-1.43774, -1.90322, 0.90245], [-1.95530, 3.32164, -2.58703], [-4.04291, 4.22090, -1.86445], [-4.23990, 5.71220, -0.08760], [-2.57613, 6.22627, -0.51277], [-1.55997, 4.89212, 1.22449], [-2.99086, 5.64759, 1.94742], [-3.80452, 3.66025, 2.56145], [-3.10248, 1.59345, 1.97115], [-1.59587, 0.86479, -0.07505], [-0.82626, 1.73300, 1.22868], [-0.63835, 3.78337, -0.12319], [-0.21220, 2.47985, -1.17436], [-1.22979, -2.96251, 1.19688], [-2.51934, -1.81295, 1.09067], [-0.83949, -1.23122, 1.56069], [3.25808, 0.31965, -4.59530], [2.47906, -0.39938, -3.49861], [1.78191, -1.63326, -4.06848], [3.32415, -0.76057, -2.29030], [4.71389, -0.80689, -2.33931], [5.49472, -1.21640, -1.26076], [4.84332, -1.39199, -0.04974], [3.46156, -1.31602, 0.08449], [2.82572, -1.55044, 1.44100], [2.69686, -3.04988, 1.71923], [3.56467, -0.86522, 2.59512], [2.65756, -1.04427, -1.06151], [1.34407, -1.12726, -1.01382], [3.97282, -0.35519, -5.08241], [3.78990, 1.18597, -4.19171], [2.56507, 0.67965, -5.36122], [1.70300, 0.29159, -3.12320], [2.47409, -2.22500, -4.68391], [1.37429, -2.30202, -3.29640], [0.94519, -1.34094, -4.70908], [5.21548, -0.60351, -3.27652], [6.57914, -1.32651, -1.35883], [5.44502, -1.64969, 0.81607], [1.81479, -1.12850, 1.39665], [3.68203, -3.53650, 1.77659], [2.17641, -3.24861, 2.66520], [2.12955, -3.51327, 0.90370], [3.75250, 0.19125, 2.38175], [2.97859, -0.91380, 3.52159], [4.53144, -1.34000, 2.79563]], "forces_ev_per_a": [[-1.55, 1.25, -2.35], [-0.70, 1.37, -1.39], [-0.71, -0.10, 0.55], [-0.32, -0.15, -0.10], [0.28, -0.75, 0.03], [0.09, 0.13, -0.19], [-0.16, -0.15, 0.15], [-0.10, -0.15, 0.06], [0.07, 0.13, 0.05], [-0.48, 0.23, 0.27], [0.12, -0.41, -0.06], [0.56, 0.23, 0.30], [0.57, -0.27, -1.36], [-0.39, 0.05, -0.04], [0.89, 0.41, -0.09], [-0.68, -1.20, -1.10], [-0.39, -0.52, 0.09], [-0.02, 0.08, -0.42], [0.29, -0.03, 0.08], [0.05, -0.28, 0.46], [-0.36, -0.37, 0.36], [0.09, 0.14, 0.15], [-0.02, -0.19, 0.05], [-0.03, -0.16, -0.05], [1.95, -0.78, 2.75], [1.11, 1.77, -1.19], [-0.11, 1.28, -0.73], [-1.42, -0.91, 0.44], [0.16, 1.71, -0.72], [-0.24, -2.10, 0.95], [3.74, 0.38, 1.70], [-0.70, -0.41, 1.30], [0.35, 0.33, 0.16], [-0.35, -0.66, 0.01], [-1.03, -0.95, 1.03], [0.84, 0.48, -0.12], [1.19, -0.31, 0.16], [-0.14, -0.63, -0.28], [-0.15, 0.14, 0.01], [0.34, -0.22, -0.10], [0.08, -0.28, -0.34], [-0.08, 0.02, -0.41], [-0.57, 1.06, 0.63], [-0.51, 0.43, -0.38], [-0.05, -0.12, 0.22], [-0.52, -0.03, 0.00], [0.13, 0.63, -0.09], [0.17, 0.33, 0.32], [-0.53, -0.38, -0.28], [-0.17, 0.05, -0.05], [0.10, 0.02, 0.47], [-0.23, -0.31, -0.25], [-0.05, 0.17, 0.52], [0.18, -0.52, -0.29], [-0.29, 0.54, -0.11], [0.22, -0.38, 0.05], [-0.10, 0.33, -0.20], [-0.18, 0.04, 0.13], [-0.14, -0.20, -0.09], [0.07, 0.15, 0.04], [0.89, -0.49, -0.06], [-0.77, 0.21, -0.27], [-0.08, 0.18, 0.10], [0.02, -0.14, -0.08], [0.07, -0.04, -0.04], [0.10, -0.11, -0.09], [-0.12, 0.10, 0.20], [0.26, 0.20, -0.03], [0.04, -0.01, -0.18], [-0.02, 0.05, -0.08], [-0.44, 0.11, 0.09], [-0.10, 0.02, 0.06], [0.09, -0.10, -0.03], [-0.18, 0.18, -0.09], [0.03, 0.09, -0.17], [0.08, -0.08, 0.18], [-0.02, -0.09, -0.02], [0.06, -0.09, -0.19], [-0.10, 0.04, -0.02]]}

***

{"formula": "C27H48CrF6NO20", "method": "wB97M-V/def2-TZVPD", "lumo_ev": [-1.83, -5.20], "max_force_ha_per_bohr": 0.0966, "homo_ha": [-0.2738, -0.4656], "multiplicity": 9, "orbital_gap_ev": [5.62, 7.47], "energy_ha": -4260.24151, "charge": 1, "symbols": ["Cr", "C", "C", "O", "H", "H", "H", "H", "H", "C", "C", "O", "C", "O", "C", "F", "F", "F", "H", "H", "H", "H", "H", "C", "C", "O", "C", "O", "C", "F", "F", "F", "H", "H", "H", "H", "H", "C", "O", "C", "O", "O", "C", "H", "H", "H", "H", "H", "H", "C", "O", "C", "O", "O", "C", "H", "H", "H", "H", "H", "H", "C", "O", "C", "O", "O", "C", "H", "H", "H", "H", "H", "H", "C", "O", "C", "O", "O", "C", "H", "H", "H", "H", "H", "H", "C", "O", "C", "O", "O", "C", "H", "H", "H", "H", "H", "H", "C", "C", "N", "H", "H", "H"], "coordinates": [[2.62914, 6.33955, 30.37699], [-1.16323, 8.22911, 28.83007], [-0.11636, 7.23855, 28.33330], [1.03394, 7.18370, 29.19208], [-1.95068, 8.49514, 28.12491], [-0.63708, 9.14838, 29.08736], [-1.65074, 7.83092, 29.71994], [0.09187, 7.56850, 27.31552], [-0.54867, 6.25735, 28.13721], [-1.59382, 8.47265, 36.52739], [-1.78405, 9.54715, 35.45962], [-2.80466, 9.15079, 34.50232], [-2.76223, 9.74199, 33.32281], [-2.03850, 10.70718, 33.07472], [-3.92946, 9.24445, 32.38737], [-4.32552, 7.96006, 32.45758], [-5.02562, 10.05819, 32.43352], [-3.41582, 9.45221, 31.19583], [-1.16742, 8.89894, 37.43544], [-0.93363, 7.77461, 36.01263], [-2.52201, 7.93985, 36.73401], [-0.76137, 9.82633, 35.20605], [-2.23380, 10.41147, 35.94827], [-7.43299, 6.68777, 24.83305], [-6.56105, 7.70883, 24.24868], [-5.20597, 7.62790, 24.85002], [-4.05237, 8.17308, 24.36537], [-3.97670, 8.88303, 23.32507], [-2.80896, 8.02901, 25.27552], [-2.50985, 9.23376, 25.88471], [-2.94378, 7.05842, 26.10089], [-1.71901, 7.78417, 24.43637], [-7.64753, 6.86779, 25.88645], [-6.86752, 5.75606, 24.84916], [-8.28283, 6.45167, 24.19265], [-7.01523, 8.69388, 24.35591], [-6.47049, 7.48823, 23.18509], [-1.15753, 5.97991, 31.87561], [-0.73364, 4.56383, 31.85626], [0.60197, 4.37167, 32.05631], [1.50013, 5.17650, 31.73243], [0.65844, 3.15454, 32.51181], [1.91608, 2.76207, 33.06252], [-0.46141, 6.57716, 31.28671], [-1.12675, 6.44473, 32.86104], [-2.12076, 6.19704, 31.41391], [1.80675, 1.82089, 33.60133], [2.54110, 3.40519, 33.68208], [2.51125, 2.56755, 32.17031], [3.53044, 8.13961, 26.64723], [4.26321, 8.91950, 27.62336], [4.50933, 8.43161, 28.89376], [3.95464, 7.47155, 29.35076], [5.39827, 9.14747, 29.54117], [5.53521, 9.18883, 31.00301], [2.44499, 8.17798, 26.73905], [4.00853, 7.17320, 26.48723], [3.75369, 8.65621, 25.71375], [4.79514, 8.70782, 31.64256], [5.71182, 10.19979, 31.37028], [6.40620, 8.59648, 31.28339], [1.35687, 3.88973, 26.88289], [2.05136, 2.96732, 27.67291], [2.77835, 3.36156, 28.76269], [2.96714, 4.52202, 29.14150], [3.43684, 2.29803, 29.21644], [4.71655, 2.43638, 29.78020], [1.89451, 4.43267, 26.10554], [1.04179, 4.70387, 27.53558], [0.41709, 3.49426, 26.49754], [5.46934, 2.09221, 29.07101], [4.93838, 1.68869, 30.54169], [4.94169, 3.43598, 30.15197], [2.06174, 10.50465, 31.26034], [1.64413, 9.93437, 32.51089], [2.00709, 8.64043, 32.77976], [2.30847, 7.73224, 31.96856], [1.55192, 8.42711, 34.00822], [1.96246, 7.32731, 34.69339], [2.23761, 11.56535, 31.43953], [1.32391, 10.35267, 30.47255], [3.06150, 10.15442, 31.00360], [1.77574, 6.42283, 34.11446], [1.65803, 7.35124, 35.73974], [3.04471, 7.45651, 34.68294], [-3.09829, 3.50591, 28.89145], [-3.05789, 2.38337, 29.78873], [-1.94577, 1.66027, 29.70675], [-0.99932, 1.65750, 28.89051], [-2.01947, 0.85908, 30.73859], [-0.91977, -0.04616, 30.95231], [-4.03505, 4.02235, 29.10093], [-3.11831, 3.27290, 27.82684], [-2.19827, 4.12030, 28.86692], [-0.80087, -0.27523, 32.01132], [0.00657, 0.42121, 30.61833], [-1.12091, -0.98958, 30.44477], [-0.27920, 11.94666, 27.38336], [0.39247, 11.32634, 26.23705], [0.93013, 10.83643, 25.32163], [0.40279, 12.48022, 28.04541], [-0.84996, 11.30113, 28.05092], [-0.90769, 12.73575, 26.97050]], "forces_ev_per_a": [[0.66, -1.03, 0.53], [0.18, 0.15, 0.74], [-0.10, 0.07, 0.67], [-2.63, 0.67, -2.28], [0.27, -0.33, -0.23], [-0.11, 0.08, 0.17], [0.02, 0.19, 0.06], [1.13, 0.21, -0.19], [0.20, -0.43, 0.41], [-0.50, -0.48, -1.44], [-0.81, 0.94, 2.60], [1.26, -0.97, -0.52], [0.45, 2.51, 1.32], [-1.70, -2.59, -0.36], [-0.22, 1.14, -0.51], [0.41, 0.88, 0.57], [0.82, -0.95, 0.81], [0.34, -0.39, -1.65], [0.09, -0.14, -0.19], [0.27, -0.46, 0.73], [0.00, 0.17, 0.23], [-0.48, 0.05, -1.54], [0.14, 0.28, -0.14], [0.55, -1.77, 1.06], [1.18, 1.00, -1.37], [-1.06, 0.03, 0.37], [0.76, -3.00, 3.89], [-0.19, 2.21, -2.85], [-0.89, 2.11, -4.34], [0.16, -1.04, 0.37], [0.13, -0.78, 1.58], [-0.69, 0.20, 1.21], [-0.56, 0.21, -0.19], [0.09, -0.23, -0.06], [-0.24, 0.52, 0.31], [0.53, 0.28, 0.12], [0.24, 0.23, -0.12], [1.09, 0.35, -0.73], [-0.12, 2.22, 0.26], [-0.87, 1.88, -1.79], [-2.17, -2.58, 1.79], [1.00, 0.18, 1.64], [1.54, -1.54, -1.25], [0.30, -0.18, -0.10], [-0.11, -0.64, 0.33], [-0.17, -1.08, 0.19], [-0.48, 0.16, -0.16], [-0.96, 0.86, 0.02], [0.47, -0.27, 0.18], [1.00, 0.48, -0.71], [0.77, -0.21, 2.02], [-0.74, 0.63, -1.64], [0.09, -0.42, -0.30], [0.09, 1.32, 0.45], [0.78, -1.12, 0.30], [0.19, -0.33, 0.60], [-0.52, -0.30, 0.61], [-0.11, 0.27, 0.10], [-0.88, 0.06, -0.90], [-0.20, 0.11, -0.73], [0.34, 0.17, -0.47], [-1.35, 2.18, 0.86], [1.22, -0.67, 1.39], [1.00, 1.20, -1.61], [-0.78, -2.13, -0.83], [-1.29, -0.24, -0.19], [1.64, -0.22, 0.40], [0.66, -0.79, -0.14], [-0.13, 0.18, 0.19], [0.45, -0.65, -0.02], [-0.12, 0.65, -0.70], [-1.04, 0.14, 0.53], [-0.21, -0.06, -0.12], [0.74, 0.28, 0.21], [1.25, -1.38, -0.14], [-2.69, -0.75, -2.00], [0.33, 3.42, 2.70], [-1.05, 2.56, -0.85], [2.50, -1.65, 0.25], [-0.56, 0.02, 0.11], [0.12, -0.17, 0.11], [-0.29, -0.47, -0.32], [-0.42, -0.26, 0.45], [-0.51, -0.05, -0.41], [0.39, -0.75, 0.57], [-0.35, 0.14, -0.97], [0.61, 1.30, -1.59], [2.27, -0.78, -1.20], [-2.78, 0.95, 1.59], [0.53, -1.20, 1.30], [0.25, 0.00, -0.08], [0.41, 0.20, 0.27], [-0.39, -0.99, 0.00], [0.01, 0.20, 1.13], [-0.53, 0.35, 0.05], [-0.11, -0.21, -0.25], [0.14, 0.17, -0.23], [0.05, 0.85, 0.00], [1.12, -1.35, -1.29], [-1.17, 1.02, 2.05], [0.44, -0.13, -0.26], [-0.09, -0.31, -0.59], [-0.35, -0.15, 0.13]]}